{"formula": "C28H18AlBr2N5O3", "method": "the ωB97M-V functional and the def2-TZVPD basis", "symbols": ["Br", "Br", "Al", "O", "O", "O", "N", "N", "N", "N", "N", "C", "C", "C", "C", "C", "C", "C", "C", "C", "C", "C", "C", "C", "C", "C", "C", "C", "C", "C", "C", "C", "C", "C", "C", "C", "C", "C", "C", "H", "H", "H", "H", "H", "H", "H", "H", "H", "H", "H", "H", "H", "H", "H", "H", "H", "H"], "positions_angstrom": [[0.947, 4.088, 2.527], [-2.790, 5.151, -1.567], [0.411, -0.479, 0.823], [0.873, -3.486, 3.450], [0.559, 1.173, 1.500], [1.587, -1.203, -2.919], [-1.008, 0.305, -0.393], [1.562, -0.962, -0.623], [1.822, 1.803, -1.241], [-1.159, -0.911, 2.187], [1.123, -1.997, 1.679], [-1.647, -1.712, -1.568], [0.374, 2.763, -3.409], [-1.840, 2.518, -0.907], [1.256, 0.970, -2.108], [-1.521, -2.165, 4.184], [2.359, -2.094, -0.320], [-3.131, -0.552, 3.466], [0.969, 3.641, -2.512], [1.487, -0.517, -1.911], [1.692, 3.112, -1.456], [-2.319, -0.279, 2.383], [-0.176, 2.078, 0.900], [-0.974, 4.326, 0.436], [-0.769, -1.834, 3.071], [-2.605, 0.575, -2.111], [4.132, -3.678, -0.672], [-1.757, -0.239, -1.331], [-0.184, 3.426, 1.180], [-2.722, -1.511, 4.384], [-1.773, 3.894, -0.583], [2.975, -3.656, 1.435], [2.176, -2.621, 0.970], [3.340, -2.638, -1.139], [-1.040, 1.647, -0.157], [0.537, -2.535, 2.762], [0.535, 1.403, -3.217], [3.955, -4.185, 0.606], [-2.638, 1.926, -1.913], [-2.609, -2.130, -1.864], [-4.063, -0.018, 3.585], [4.578, -4.994, 0.963], [-2.602, 0.464, 1.649], [0.882, 4.713, -2.631], [-3.277, 2.555, -2.519], [-0.929, 5.379, 0.679], [-1.292, -2.233, -0.679], [4.895, -4.091, -1.320], [2.183, 3.763, -0.740], [3.482, -2.259, -2.139], [-3.215, 0.112, -2.874], [-0.926, -1.906, -2.367], [-0.197, 3.137, -4.250], [-3.338, -1.743, 5.243], [2.820, -4.040, 2.430], [0.129, 0.671, -3.902], [-1.139, -2.926, 4.849]], "nbo_charge": [0.098, 0.065, 2.001, -0.609, -0.847, -0.618, -0.593, -0.885, -0.409, -0.539, -0.831, -0.666, -0.178, -0.132, 0.099, -0.205, 0.209, -0.248, -0.255, 0.663, 0.035, 0.076, 0.386, -0.223, 0.161, -0.259, -0.214, 0.317, -0.182, -0.135, -0.084, -0.221, 0.091, -0.246, 0.130, 0.634, -0.229, -0.231, -0.086, 0.233, 0.231, 0.209, 0.207, 0.225, 0.239, 0.246, 0.235, 0.209, 0.202, 0.234, 0.232, 0.271, 0.220, 0.227, 0.246, 0.237, 0.258], "e_homo_ev": -7.5, "total_charge": 0, "e_above_lowest_kj_mol": 0.00, "orbital_gap_ha": 0.24386, "total_energy_ha": -6968.0635, "fmax_ev_per_a": 0.2}


{"formula": "C32H55N5O8P2", "method": "the ωB97M-V functional and the def2-TZVPD basis", "symbols": ["P", "P", "O", "O", "O", "O", "O", "O", "O", "O", "N", "N", "N", "N", "N", "C", "C", "C", "C", "C", "C", "C", "C", "C", "C", "C", "C", "C", "C", "C", "C", "C", "C", "C", "C", "C", "C", "C", "C", "C", "C", "C", "C", "C", "C", "C", "C", "H", "H", "H", "H", "H", "H", "H", "H", "H", "H", "H", "H", "H", "H", "H", "H", "H", "H", "H", "H", "H", "H", "H", "H", "H", "H", "H", "H", "H", "H", "H", "H", "H", "H", "H", "H", "H", "H", "H", "H", "H", "H", "H", "H", "H", "H", "H", "H", "H", "H", "H", "H", "H", "H", "H"], "positions_angstrom": [[-3.802, 2.896, -0.051], [0.072, -4.871, -1.702], [-3.775, 3.553, 1.425], [-4.655, 3.609, -1.000], [-4.177, 1.368, 0.208], [1.275, -3.964, -1.063], [0.595, -6.395, -1.371], [-1.348, -4.571, -1.215], [0.304, -4.738, -3.279], [-2.191, 2.910, -0.413], [5.088, 0.054, 1.800], [-0.440, 1.546, 2.520], [-1.074, 0.831, -2.602], [0.335, -0.122, -0.696], [1.661, 5.187, 0.059], [5.889, -0.599, 2.693], [-3.123, 2.873, 2.517], [-0.027, 3.790, -0.623], [-1.001, 2.464, 3.390], [-1.676, 0.947, -1.383], [2.790, 5.915, 0.283], [-5.944, -0.029, -0.745], [0.459, 3.567, 1.991], [5.112, -1.710, 3.058], [-4.104, 2.348, 3.527], [0.528, -8.750, -1.169], [2.379, 0.739, -0.141], [3.822, 5.010, 0.149], [2.559, -0.666, -0.371], [3.901, -1.690, 2.456], [-0.381, 3.697, 3.119], [-1.448, 4.070, -0.155], [0.341, 2.220, 1.621], [-0.952, -2.927, -4.169], [-5.554, 1.018, 0.360], [1.867, 3.830, 0.036], [3.293, 3.714, 0.059], [1.025, 1.023, -0.415], [-1.326, -1.255, -1.785], [-1.852, -0.334, -0.846], [3.906, -0.616, 1.559], [-0.719, -0.485, -2.812], [-0.136, -7.484, -1.784], [1.353, -3.755, 0.353], [2.691, -3.102, 0.625], [1.295, -1.165, -0.697], [0.440, -3.491, -3.896], [-2.576, 3.648, 3.054], [-0.276, -0.785, -3.750], [-0.045, -7.565, -2.867], [0.536, -3.152, 0.749], [-3.598, 2.221, 4.484], [-5.739, 0.410, -1.721], [3.176, -0.145, 0.917], [0.872, 1.635, 0.884], [1.258, -4.752, 0.785], [1.155, 3.023, 0.125], [3.915, 2.831, 0.084], [0.029, 3.845, -1.710], [3.487, -1.218, -0.370], [-1.274, -2.333, -1.801], [0.935, -3.680, -4.848], [-1.529, 4.456, 0.861], [4.875, 5.250, 0.162], [-4.703, 1.461, 3.319], [-0.812, -2.110, -4.878], [5.489, -2.465, 3.732], [0.992, 4.386, 1.531], [-6.186, 1.907, 0.369], [3.168, 1.462, 0.002], [6.860, -0.186, 2.927], [-4.911, 3.060, 3.694], [-1.483, -2.595, -3.277], [-5.683, 0.616, 1.365], [1.104, -2.865, -3.300], [-1.567, -3.631, -4.730], [-0.781, 1.548, -3.250], [2.784, 6.995, 0.314], [0.060, -9.539, -1.758], [5.329, 0.921, 1.341], [0.657, 4.525, -0.200], [-1.914, 4.889, -0.702], [-0.617, 0.553, 2.582], [0.485, 1.958, -0.467], [0.754, 5.626, 0.120], [-5.294, -0.904, -0.734], [1.007, -2.170, -0.968], [-1.885, 1.963, -1.080], [-1.759, 2.110, 4.073], [1.575, -8.783, -1.471], [-2.425, 2.161, 2.078], [-1.200, -7.478, -1.549], [-0.664, -0.181, -0.834], [0.341, 2.808, -0.325], [0.461, -8.783, -0.082], [-0.523, 4.662, 3.582], [2.923, -2.549, -0.285], [3.217, -2.505, 2.637], [-2.287, -0.523, 0.124], [-6.982, -0.357, -0.679], [3.417, -3.840, 0.965], [2.579, -2.299, 1.353]], "mulliken_charge": [0.645, 0.650, -0.449, -0.865, -0.122, -0.390, -0.224, -0.750, -0.399, -0.123, 0.022, 0.012, 0.392, -0.223, 0.070, -0.725, 0.069, 0.711, -1.033, -1.637, -0.681, -1.177, 0.708, -0.717, -1.709, -1.261, 0.073, -1.071, -2.241, -0.772, -1.465, -1.204, 0.617, -1.183, -0.339, 1.725, -0.854, 2.243, -1.185, -0.631, 0.698, 0.166, -0.259, -0.542, -1.248, -0.752, 0.276, 0.598, 0.346, 0.272, 0.193, 0.427, 0.303, -0.097, -1.566, 0.618, -2.160, 0.604, 0.586, 1.902, 1.032, 0.342, 0.424, 0.429, 0.187, 0.413, 0.414, 0.777, 0.436, -0.606, 0.428, 0.421, 0.307, 0.152, 0.015, 0.419, 0.350, 0.395, 0.391, 0.183, -2.311, 0.615, 0.239, -0.459, 0.179, 0.282, 0.020, 1.028, 0.799, 0.311, 0.314, 0.365, 1.310, 1.920, 0.325, 0.397, 0.399, 0.658, 0.584, 0.418, 0.669, 0.162], "e_homo_ev": -7.3, "total_charge": 0, "e_above_lowest_kj_mol": 2390.50, "orbital_gap_ha": 0.28380, "total_energy_ha": -2809.8948, "fmax_ev_per_a": 11.8}


One value per record, in order, for LUMO: -0.8 0.4 eV.